1.
{
  "formula": "C14H29O8S",
  "method": "ωB97M-V with the def2-TZVPD basis set",
  "fmax_ev_per_a": 0.74,
  "lumo_ev": 2.27,
  "homo_energy_ev": -5.078,
  "charge": -1,
  "elements": ["C", "C", "O", "O", "C", "C", "C", "C", "C", "C", "S", "O", "O", "O", "H", "H", "H", "H", "H", "H", "H", "H", "H", "H", "H", "H", "H", "H", "H", "C", "O", "C", "C", "O", "C", "C", "O", "C", "H", "H", "H", "H", "H", "H", "H", "H", "H", "H", "H", "H", "H", "H"],
  "coordinates": [[2.84915, -1.14661, -0.91058], [1.41390, -0.72784, -0.82437], [0.76038, -0.49935, -1.80357], [0.89071, -0.60064, 0.42035], [0.32079, -1.84267, 0.89411], [-0.11669, -1.67123, 2.33533], [0.03593, -2.93186, 3.20241], [-0.26231, -4.27086, 2.52995], [0.40938, -5.39685, 3.35501], [1.88335, -5.52994, 2.94455], [3.00009, -5.62902, 4.33747], [4.32859, -5.60418, 3.73286], [2.65689, -6.87763, 5.00309], [2.67837, -4.41405, 5.10056], [2.95166, -2.22930, -0.85643], [3.23010, -0.83676, -1.87966], [3.46490, -0.69881, -0.13424], [1.07028, -2.63035, 0.78858], [-0.51907, -2.13766, 0.26059], [-1.12518, -1.25671, 2.35840], [0.53348, -0.89948, 2.75147], [-0.68234, -2.84323, 4.02081], [1.01286, -2.94914, 3.68421], [-1.33660, -4.45109, 2.44161], [0.14984, -4.34594, 1.52224], [-0.13042, -6.33125, 3.21055], [0.33551, -5.11644, 4.40481], [1.99703, -6.36886, 2.25972], [2.17961, -4.63314, 2.39777], [-0.93867, 2.52354, 0.15869], [-0.68513, 3.17725, -1.06746], [-0.58852, 2.27455, -2.16207], [-0.97734, 2.96231, -3.45066], [-2.37908, 3.14661, -3.62254], [-3.01491, 4.14883, -2.84812], [-2.73370, 5.56422, -3.30339], [-1.44538, 5.99378, -2.89621], [-0.89199, 6.95686, -3.75979], [-0.10253, 1.88382, 0.45272], [-1.08388, 3.29367, 0.91550], [-1.84978, 1.91638, 0.09734], [-1.23336, 1.40525, -2.00546], [0.44634, 1.93103, -2.24207], [-0.68083, 2.30408, -4.27030], [-0.43721, 3.90314, -3.57444], [-2.80019, 4.02819, -1.78472], [-4.08469, 3.97306, -2.98906], [-3.47843, 6.23596, -2.85297], [-2.82806, 5.61464, -4.39475], [-0.82999, 6.57602, -4.78638], [0.11565, 7.17376, -3.40946], [-1.47852, 7.88393, -3.75198]],
  "forces_ev_per_angstrom": [[0.457, 0.218, -0.122], [-0.004, -0.028, -0.378], [-0.195, 0.015, -0.094], [-0.122, -0.146, 0.152], [-0.017, -0.297, 0.092], [0.469, 0.214, 0.029], [-0.694, 0.209, -0.154], [0.311, -0.586, 0.324], [-0.221, 0.427, -0.349], [-0.620, 0.200, -0.144], [0.157, 0.315, -0.167], [-0.056, -0.058, 0.101], [-0.017, -0.002, 0.186], [0.062, -0.396, -0.096], [-0.121, -0.074, 0.172], [-0.005, -0.030, -0.074], [-0.114, -0.068, 0.175], [0.181, 0.054, 0.177], [-0.013, 0.178, -0.148], [-0.114, -0.136, -0.007], [-0.042, 0.066, 0.073], [0.119, 0.027, 0.173], [0.199, -0.127, -0.200], [-0.085, 0.158, 0.036], [-0.076, 0.151, -0.133], [0.088, -0.132, 0.061], [0.056, -0.183, 0.126], [0.307, -0.153, 0.164], [0.156, 0.073, 0.041], [0.099, 0.090, -0.046], [-0.298, 0.008, -0.031], [0.061, 0.380, 0.090], [0.031, -0.073, -0.075], [0.006, 0.049, -0.043], [-0.081, -0.100, 0.015], [0.074, 0.109, 0.211], [0.101, -0.160, -0.171], [-0.034, -0.013, 0.120], [-0.038, -0.096, 0.029], [0.035, 0.017, -0.019], [0.040, -0.057, 0.015], [0.032, -0.047, 0.013], [-0.022, -0.171, -0.074], [-0.044, -0.015, 0.000], [-0.015, 0.048, 0.157], [0.145, 0.106, -0.001], [0.006, 0.000, -0.020], [-0.105, -0.030, -0.121], [0.004, -0.015, -0.012], [-0.037, 0.053, -0.020], [-0.018, 0.012, 0.041], [0.012, 0.014, -0.075]],
  "lowdin_charge": [0.02, -0.54, 0.11, -0.04, -0.18, -0.16, -0.19, -0.22, -0.23, -0.27, 0.37, -0.40, -0.38, -0.39, 0.09, 0.08, 0.09, 0.11, 0.13, 0.11, 0.12, 0.11, 0.11, 0.11, 0.09, 0.10, 0.10, 0.09, 0.08, -0.10, -0.20, -0.21, -0.18, -0.13, -0.19, -0.21, -0.20, -0.12, 0.08, 0.09, 0.09, 0.13, 0.12, 0.13, 0.12, 0.12, 0.13, 0.13, 0.12, 0.09, 0.09, 0.09]
}

=====

2.
{
  "formula": "C5H14NO2P",
  "method": "ωB97M-V with the def2-TZVPD basis set",
  "fmax_ev_per_a": 3.70,
  "lumo_ev": [0.30, 0.77],
  "homo_energy_ev": [-5.541, -6.733],
  "e_above_lowest_kcal_mol": 62.6,
  "elements": ["C", "C", "C", "C", "C", "N", "O", "O", "P", "H", "H", "H", "H", "H", "H", "H", "H", "H", "H", "H", "H", "H", "H"],
  "coordinates": [[-0.93674, 1.50225, -0.84545], [-2.07197, 0.17533, 1.03618], [-0.58913, -1.56833, -1.28504], [-0.69482, 0.57330, 0.32798], [-0.11991, -0.78970, -0.10409], [0.54599, -1.56239, 0.78459], [2.30557, 1.49263, 0.77524], [3.24140, -0.82357, 0.23756], [2.75879, 0.54209, -0.56065], [0.04042, 1.80541, -1.38673], [-1.47059, 2.42976, -0.52433], [-1.63201, 1.17850, -1.79407], [-2.44720, 1.05598, 1.35095], [-2.83391, -0.21624, 0.34356], [-1.79826, -0.46164, 1.91501], [0.14506, -1.58233, -2.15389], [-1.39509, -1.11824, -1.72005], [-0.80036, -2.56226, -1.08036], [-0.21804, 1.14498, 1.11049], [0.70057, -0.96850, 1.56843], [2.05015, 2.40060, 0.40133], [1.41284, -2.12895, 0.62697], [3.80724, -0.51868, 0.97638]],
  "forces_ev_per_angstrom": [[-0.539, 1.163, -3.192], [2.057, -1.870, -1.046], [2.841, 1.587, -1.247], [-2.464, -2.563, -0.868], [1.516, 0.700, -1.528], [0.659, -0.448, 2.034], [-0.260, 1.316, -1.212], [0.331, 0.860, 0.663], [-0.702, 0.100, -0.017], [-1.379, -0.414, 1.073], [0.601, -0.531, -0.008], [1.572, 0.010, 2.561], [-1.532, 2.982, 1.556], [0.574, -0.478, 0.294], [-0.719, 0.259, -0.877], [-0.382, 0.004, 1.067], [-2.544, 1.109, -1.080], [-0.465, -1.901, 0.760], [1.075, -0.337, 0.018], [0.642, -0.056, 1.077], [0.566, -1.841, 0.875], [-1.252, 0.879, -0.575], [-0.196, -0.529, -0.330]],
  "lowdin_charge": [-0.12, -0.05, -0.06, -0.39, -0.40, 0.07, -0.45, -0.43, 0.77, 0.07, 0.07, 0.12, 0.02, 0.09, 0.09, 0.10, 0.03, 0.05, 0.11, 0.07, 0.06, 0.11, 0.05]
}

=====

3.
{
  "formula": "C29H36Cl2N4O2P2Pt",
  "method": "ωB97M-V with the def2-TZVPD basis set",
  "multiplicity": 3,
  "fmax_ev_per_a": 2.95,
  "lumo_ev": [-0.53, -2.23],
  "s_squared": 2.009,
  "homo_energy_ev": [-5.829, -8.406],
  "e_above_lowest_kcal_mol": 5.5,
  "elements": ["Pt", "C", "C", "C", "C", "C", "C", "C", "C", "C", "H", "H", "H", "H", "H", "H", "H", "H", "H", "H", "H", "H", "H", "H", "H", "P", "P", "N", "N", "N", "N", "C", "C", "C", "C", "C", "C", "C", "C", "C", "C", "C", "C", "C", "C", "C", "C", "C", "C", "H", "H", "H", "H", "H", "H", "H", "H", "H", "H", "H", "H", "H", "H", "H", "H", "H", "H", "H", "H", "Cl", "C", "Cl", "C", "O", "O", "H"],
  "coordinates": [[-2.00421, 0.08985, -0.83753], [-5.53469, 1.85413, -3.10797], [-5.51108, 2.65597, -2.03856], [-6.58573, 2.67497, -0.96920], [-7.00485, 1.27462, -0.47744], [-5.89647, 0.25921, -0.41971], [-5.40972, -0.46105, -1.43715], [-6.01548, -0.57997, -2.80664], [-6.52625, 0.76438, -3.35325], [-0.78104, -1.52829, -0.33082], [-4.90663, 2.09074, -3.96867], [-4.85198, 3.53715, -2.03972], [-7.49403, 3.16928, -1.37498], [-6.28085, 3.30043, -0.11088], [-7.44946, 1.36456, 0.53429], [-7.82516, 0.92594, -1.12826], [-5.66725, -0.05000, 0.60691], [-4.66417, -1.23484, -1.23336], [-6.84015, -1.31756, -2.78992], [-5.23851, -0.97097, -3.48476], [-6.69904, 0.66315, -4.43384], [-7.49275, 1.01597, -2.90525], [-0.40426, -1.93511, -1.28621], [-1.33357, -2.25884, 0.27040], [0.07718, -1.09053, 0.20576], [-3.07880, -0.02064, 1.10271], [-2.10087, 2.28924, -1.09793], [-3.94156, -1.66072, 1.12693], [-2.35206, -0.19383, 2.66786], [-2.24551, 2.49783, -2.83253], [-0.77209, 3.39852, -0.90707], [-3.71176, 1.70494, 1.29082], [-3.31121, 2.73920, 0.18355], [-3.74742, -2.64598, 0.14490], [-4.70598, -3.63554, 0.29139], [-5.46802, -3.30966, 1.44938], [-4.97776, -2.10375, 1.95023], [-1.21893, -0.94012, 3.02031], [-1.21996, -1.13492, 4.39874], [-2.40574, -0.51338, 4.91956], [-3.09116, 0.03257, 3.84713], [-1.97018, 1.47323, -3.76135], [-2.40148, 1.87107, -5.01614], [-2.94745, 3.18537, -4.88446], [-2.83582, 3.55104, -3.54093], [-0.54930, 4.60009, -1.60727], [0.38317, 5.36187, -0.91477], [0.80467, 4.59432, 0.21937], [0.06895, 3.41796, 0.21622], [-3.34188, 2.06118, 2.27252], [-4.81372, 1.66575, 1.38245], [-4.22043, 2.99815, -0.35608], [-2.96790, 3.67452, 0.65072], [-2.98518, -2.53212, -0.60770], [-4.83615, -4.47091, -0.37505], [-6.29272, -3.87752, 1.85139], [-5.28134, -1.51032, 2.79810], [-0.48742, -1.19151, 2.27398], [-0.47326, -1.66362, 4.97571], [-2.73882, -0.47585, 5.95115], [-3.99097, 0.63640, 3.81582], [-1.45182, 0.57994, -3.46518], [-2.28850, 1.28634, -5.91759], [-3.38806, 3.78713, -5.66631], [-3.09516, 4.47683, -3.04395], [-1.02003, 4.78625, -2.56121], [0.71225, 6.35549, -1.20053], [1.57725, 4.86064, 0.93328], [0.09374, 2.58828, 0.90101], [3.00227, -0.05350, -2.98141], [2.34242, 1.25327, -1.97859], [1.99645, 2.74926, -2.89076], [1.01107, 0.80563, -1.26450], [1.13050, 0.73008, -0.02699], [-0.01187, 0.58117, -1.99466], [3.05574, 1.48313, -1.17880]],
  "forces_ev_per_angstrom": [[-0.152, -0.645, -0.411], [-0.153, 0.982, -0.334], [-0.893, 0.701, -0.801], [-0.057, 0.075, 0.104], [-0.781, -0.093, 0.247], [-0.462, -0.712, 0.229], [-0.649, -0.871, 0.534], [0.401, 0.402, -0.370], [-0.306, -0.250, -0.217], [1.896, -0.982, 0.073], [0.272, -0.187, 0.535], [-0.259, -0.565, -0.204], [0.493, -0.123, 0.152], [0.027, -0.213, -0.300], [0.187, 0.004, -0.477], [0.349, -0.017, 0.482], [0.390, 0.246, -0.647], [-0.389, 0.512, 0.027], [0.371, 0.207, 0.079], [-0.314, 0.073, 0.109], [0.053, 0.064, 0.235], [0.206, -0.079, -0.256], [-0.273, 0.046, 0.329], [0.288, 0.250, -0.118], [-0.474, -0.333, -0.211], [0.748, -2.184, 0.607], [2.680, 0.195, -1.217], [-0.178, 0.786, 0.341], [-0.208, -0.024, 0.876], [-0.988, 0.342, 0.059], [0.182, 0.306, 0.704], [-1.137, 0.199, 0.994], [-1.017, 0.861, -0.027], [-1.003, 0.049, 0.087], [0.892, 1.025, 0.341], [0.399, 1.188, 0.327], [-0.186, -0.721, -0.810], [-0.509, 0.277, 1.012], [-0.553, 0.376, -1.129], [-0.383, 0.170, -1.019], [0.957, -0.201, 0.310], [-0.798, 0.368, -0.702], [0.335, 0.062, 1.338], [0.280, 0.261, 1.480], [-0.044, -0.492, -1.220], [0.377, 0.435, 0.665], [-0.732, -0.993, -0.405], [-0.853, -0.650, -0.255], [0.089, 0.963, -0.153], [-0.037, -0.219, -0.620], [0.564, 0.365, -0.119], [0.124, 0.002, 0.220], [0.041, -0.317, -0.043], [-0.235, -0.046, 0.023], [0.099, -0.133, 0.119], [0.079, 0.058, 0.091], [-0.029, -0.103, 0.007], [-0.019, -0.102, -0.011], [-0.027, 0.138, -0.184], [0.151, -0.005, -0.228], [0.110, -0.246, 0.082], [-0.006, 0.089, 0.026], [-0.013, 0.100, 0.095], [0.141, 0.042, 0.096], [-0.076, -0.210, -0.114], [0.091, -0.012, 0.259], [0.054, -0.337, -0.041], [-0.267, -0.108, -0.123], [0.014, -0.085, -0.075], [-0.070, 0.202, -0.022], [-0.802, 0.042, 0.592], [0.284, -0.288, -0.031], [0.419, -0.211, 0.344], [-0.308, 0.070, -0.981], [1.743, 0.257, 0.153], [-0.146, -0.035, -0.506]],
  "lowdin_spin": [0.76, 0.00, 0.00, 0.00, 0.00, 0.00, 0.00, 0.00, 0.00, 0.37, 0.00, 0.00, 0.00, 0.00, 0.00, 0.00, 0.00, 0.00, 0.00, 0.00, 0.00, 0.00, 0.04, 0.04, 0.01, 0.14, 0.20, 0.01, 0.03, 0.05, 0.02, 0.02, 0.04, 0.01, 0.00, 0.00, 0.01, 0.00, 0.00, 0.00, 0.01, 0.02, 0.00, 0.01, 0.01, 0.01, 0.00, 0.00, 0.00, 0.00, 0.00, 0.00, 0.00, 0.01, 0.00, 0.00, 0.00, 0.00, 0.00, 0.00, 0.00, 0.01, 0.00, 0.00, 0.00, 0.00, 0.00, 0.00, 0.00, 0.00, 0.01, 0.00, 0.01, 0.00, 0.13, 0.00]
}